# 1
Computed, not measured: C47H42FeN2O3P2 as an isolated structure at a distorted geometry, with wB97M-V/def2-TZVPD.

Output
* net charge: -2
* 2S+1: 5
* calculated total energy: -4097.7690 hartree

XYZ file:
```
97
Properties=species:S:1:pos:R:3:mulliken_charge:R:1
Fe 0.335 0.918 0.877 2.345
P -1.326 2.027 -0.291 2.430
P 2.035 -1.758 -0.492 -0.034
O 3.707 -0.275 3.198 -0.857
O 1.902 3.174 2.025 -0.733
O 2.302 0.579 1.663 -0.830
N 0.603 2.881 1.556 0.538
N 0.349 0.680 3.509 0.552
C -0.757 -4.484 0.539 -0.757
C -1.313 4.638 -3.537 -0.750
C 3.227 -5.742 -0.591 -0.769
C -2.276 3.190 0.762 0.585
C -2.380 0.559 -2.438 -0.813
C 5.206 -4.389 -0.725 -0.826
C -0.483 0.378 5.726 -0.947
C -3.829 0.706 -0.539 -0.327
C -0.196 -4.953 1.722 -0.324
C 1.537 1.014 -1.706 -2.302
C 0.577 -0.906 -4.765 -0.551
C -4.769 -0.079 -1.197 -0.880
C 4.609 -5.647 -0.684 -0.611
C -2.638 1.069 -1.167 0.094
C -0.190 5.414 -3.299 -0.645
C -3.574 3.611 0.427 -0.667
C 5.130 -1.862 -0.706 -1.356
C -3.316 -0.234 -3.098 -0.730
C -1.532 -2.649 -1.005 -1.309
C 0.789 0.119 -3.879 -0.676
C 0.276 4.089 -1.337 -0.252
C -0.719 -2.182 1.321 -0.509
C -4.521 -0.540 -2.485 -0.738
C -0.100 -2.665 2.487 0.064
C -0.246 3.677 2.187 -1.246
C 2.458 -4.578 -0.552 -0.109
C 0.862 -2.247 -4.415 -1.032
C 1.295 -0.094 -2.544 1.154
C -3.636 5.163 2.271 -0.634
C 1.506 0.180 3.880 0.285
C -0.992 -3.128 0.313 1.482
C 0.159 -4.018 2.690 -1.151
C -2.355 4.820 2.597 -1.220
C -4.269 4.565 1.149 -1.014
C 0.599 5.136 -2.189 -0.689
C 1.356 -2.500 -3.148 -0.514
C 2.611 0.135 2.822 0.077
C 1.749 -0.262 5.175 -0.683
C 1.561 -1.488 -2.185 -0.052
C -1.608 3.854 1.850 0.914
C 4.447 -3.217 -0.685 0.519
C -1.078 -0.759 1.146 -1.607
C -0.848 3.290 -1.572 1.122
C -0.627 0.795 4.410 -0.215
C 0.730 -0.168 6.107 -0.426
C -1.643 3.590 -2.675 -0.749
C 3.041 -3.309 -0.617 0.251
H -4.026 1.052 0.467 0.540
H -1.311 0.468 6.420 0.402
H -1.559 1.231 4.054 0.446
H 0.883 -0.504 7.126 0.380
H -0.004 -6.009 1.866 0.374
H 0.596 1.147 -4.183 0.392
H -4.160 5.912 2.855 0.361
H 0.688 -3.057 -5.114 0.375
H 2.365 2.332 1.863 0.421
H 4.790 -1.264 -1.556 0.293
H -3.081 -0.625 -4.082 0.409
H 2.192 0.925 -0.840 0.673
H -2.539 -2.234 -0.902 0.314
H -5.274 4.850 0.856 0.423
H 1.569 -3.528 -2.871 0.343
H 1.480 5.733 -1.987 0.429
H 0.069 6.227 -3.969 0.355
H 0.195 -0.682 -5.757 0.362
H 0.639 -4.341 3.609 0.387
H -1.566 -3.461 -1.737 0.258
H -0.895 -1.851 -1.410 -0.137
H 1.452 1.998 -2.142 0.779
H -5.691 -0.345 -0.693 0.347
H -1.859 5.311 3.431 0.361
H 5.223 -6.542 -0.709 0.341
H 0.905 3.873 -0.483 0.176
H 6.288 -4.311 -0.781 0.325
H -1.430 0.765 -2.919 0.467
H 6.215 -1.978 -0.769 0.411
H -2.533 3.007 -2.878 0.316
H 2.744 -6.715 -0.533 0.432
H 4.890 -1.285 0.193 0.221
H 0.173 -1.949 3.260 0.395
H -1.884 -0.607 0.451 0.170
H -1.945 4.844 -4.396 0.398
H -1.007 -5.189 -0.248 0.331
H 1.378 -4.650 -0.448 0.560
H -4.061 3.175 -0.435 0.311
H 2.729 -0.660 5.402 0.538
H -5.251 -1.160 -2.993 0.350
H 0.165 4.273 2.995 0.211
H -1.290 -0.291 2.099 0.885
```

=====

# 2
Computed, not measured: a 2-piece molecular cluster, C3H3BrOS overall at a distorted geometry, with wB97M-V/def2-TZVPD.

Output
* net charge: 0
* 2S+1: 3
* energy relative to the best compared isomer or geometry (same formula, charge and spin): 176.27 kJ/mol

XYZ file:
```
9
Properties=species:S:1:pos:R:3:mulliken_charge:R:1
Br -1.456 3.283 3.082 -0.102
S 0.123 0.649 3.304 -0.219
O 0.397 0.936 -0.227 -0.236
C -0.451 1.876 2.461 -0.103
C -0.623 1.338 0.101 0.548
C -2.028 1.555 -0.014 -0.761
H -2.318 1.781 -1.081 0.295
H -2.135 2.338 0.661 0.231
H -2.525 0.761 0.459 0.347
```

=====

# 3
Computed, not measured: C6H11NO2 in the gas phase at a distorted geometry, with wB97M-V/def2-TZVPD.

Output
* structure (SMILES): [H]/N=C(OC)/C(C)=C(/C)O
* net charge: 0
* energy relative to the best compared isomer or geometry (same formula, charge and spin): 375.75 kJ/mol

XYZ file:
```
20
Properties=species:S:1:pos:R:3:mulliken_charge:R:1
O -0.729 0.106 1.744 -0.440
O 0.868 -1.081 0.143 -0.322
N 2.375 0.748 -0.683 -0.739
C -0.052 0.905 -0.395 -0.206
C 1.224 0.319 -0.429 0.337
C -0.483 1.880 -1.449 -1.295
C 1.748 -1.649 1.099 -0.755
C -0.894 0.105 0.399 1.381
C -2.230 -0.390 -0.072 -1.569
H 1.457 -2.682 1.275 0.244
H 0.413 2.283 -1.921 0.415
H -1.069 1.396 -2.237 0.261
H -2.474 -1.361 0.371 0.476
H -1.083 2.699 -1.053 0.303
H 1.709 -1.078 2.037 0.281
H -2.249 -0.483 -1.156 0.369
H 2.776 -1.639 0.740 0.315
H 3.098 0.050 -0.805 0.234
H -3.007 0.323 0.223 0.356
H -1.396 -0.452 2.169 0.354
```

=====

# 4
Computed, not measured: C28H21BrN6O2Os as an isolated structure at a distorted geometry, with wB97M-V/def2-TZVPD.

Output
* net charge: +2
* energy relative to the best compared isomer or geometry (same formula, charge and spin): 144.21 kJ/mol

XYZ file:
```
59
Properties=species:S:1:pos:R:3:mulliken_charge:R:1
Os -0.082 0.147 0.253 0.196
Br -0.520 -0.574 2.991 0.063
O -1.018 -1.988 0.174 -0.634
O 3.308 -1.102 -0.132 -0.644
N -0.959 1.941 0.991 0.253
N 1.556 0.531 1.680 0.347
N 1.100 -1.625 0.092 0.022
N 0.386 0.228 -1.752 0.187
N 2.714 -3.304 0.037 0.014
N -1.873 0.288 -0.649 0.100
C -2.323 1.835 1.009 1.293
C -3.070 0.025 -2.815 -0.900
C 4.116 -3.735 -0.044 -1.088
C -4.537 2.401 1.781 -0.862
C 2.760 1.091 1.488 -0.242
C -2.504 3.648 2.566 -0.663
C -2.908 -0.171 -4.195 -1.128
C 3.290 0.851 3.801 -0.298
C -3.140 2.643 1.806 0.866
C -1.952 0.078 -1.994 0.934
C -1.668 -0.257 -4.772 -0.912
C -0.664 0.029 -2.594 0.345
C -2.870 0.857 0.140 -0.453
C 0.114 -2.547 0.141 0.970
C 3.647 1.276 2.531 -1.011
C 2.430 -1.941 -0.005 0.436
C 1.227 0.151 2.911 0.630
C 0.413 -3.933 0.154 -1.264
C 0.816 -0.102 -4.481 -0.556
C 2.045 0.271 4.010 -0.753
C 1.615 0.264 -2.253 0.091
C -1.143 3.787 2.492 -1.066
C 1.729 -4.241 0.105 -0.033
C -5.049 1.410 0.990 -1.062
C -0.396 2.902 1.705 0.104
C 1.863 0.097 -3.617 -1.108
C -0.498 -0.126 -3.976 0.868
C -4.226 0.633 0.147 -0.631
H -0.357 -4.684 0.202 0.546
H 4.607 1.733 2.339 0.499
H 2.997 1.391 0.480 0.503
H 4.324 -4.154 -1.027 0.354
H -0.625 4.560 3.041 0.433
H 3.973 0.974 4.632 0.445
H -4.665 -0.154 -0.448 0.565
H -6.113 1.214 0.995 0.434
H -5.189 3.006 2.398 0.438
H 4.749 -2.871 0.118 0.331
H 2.079 -5.265 0.112 0.469
H -3.791 -0.243 -4.814 0.431
H -1.565 -0.400 -5.839 0.446
H 2.885 0.130 -3.964 0.487
H -3.095 4.306 3.190 0.482
H 1.721 -0.066 4.983 0.513
H 0.988 -0.227 -5.542 0.483
H -4.066 0.126 -2.415 0.352
H 4.305 -4.482 0.724 0.408
H 2.425 0.391 -1.548 0.406
H 0.682 2.979 1.665 0.564
```

=====

# 5
Computed, not measured: C4H9NO in the gas phase, with wB97M-V/def2-TZVPD.

Output
* structure (SMILES): C[C@H]1N[C@H]1CO
* net charge: 0
* energy relative to the best compared isomer or geometry (same formula, charge and spin): 212.42 kJ/mol

XYZ file:
```
15
Properties=species:S:1:pos:R:3:mulliken_charge:R:1
O -0.798 2.532 0.667 -0.516
N -0.879 -0.480 0.675 -0.608
C -0.112 -0.979 -0.465 0.327
C 1.137 -1.772 -0.166 -1.238
C -0.435 0.471 -0.345 -0.121
C 0.251 1.716 0.161 -0.546
H -1.212 0.820 -1.028 0.261
H -1.276 1.973 1.298 0.321
H 0.704 2.279 -0.662 0.277
H 1.699 -1.364 0.677 0.341
H -0.702 -1.443 -1.260 0.390
H 1.015 1.539 0.928 0.276
H -1.867 -0.690 0.589 0.237
H 0.825 -2.790 0.103 0.280
H 1.794 -1.855 -1.039 0.318
```